[1]
99
Properties=species:S:1:pos:R:3:forces:R:3 method="wB97M-V/def2-TZVPD" total_energy_ev=-58492.0118 total_charge=+1
C 1.583718 -0.252167 -2.325530 -0.205 -1.682 -0.742
Si 1.909189 1.325004 -1.285722 1.226 0.204 0.543
C 1.959109 0.849203 0.599826 0.381 -0.373 0.726
C 0.638160 2.758898 -1.634675 -0.740 -0.548 0.456
C -0.620771 2.176908 -2.444226 0.563 0.374 -1.037
C -1.743118 3.259173 -2.832738 -0.616 -0.352 -0.041
C -3.173456 3.020622 -2.073733 0.387 1.797 -0.149
C -4.373423 2.718446 -3.094588 -0.497 0.522 0.955
C -4.683474 1.169916 -3.375037 -0.519 -0.406 -0.885
C -3.637499 0.133318 -2.751550 -0.471 0.318 -0.211
C -3.868329 -1.399033 -3.186718 0.629 1.072 -0.965
N -3.066283 -2.251812 -2.240705 2.400 0.172 2.393
C -1.994165 -1.867934 -1.549230 -0.219 -0.812 0.198
C -1.376376 -2.988242 -0.568774 -1.381 2.640 -0.172
C -0.715225 -2.148894 0.630627 -0.349 0.733 0.553
C -1.748552 -1.264246 1.465776 -2.641 2.604 2.118
C -1.741554 0.307600 1.417792 -2.729 -1.522 2.253
C -2.768491 1.128236 2.266982 -0.525 -3.181 0.352
C -3.850136 0.454938 3.181355 3.125 -2.215 -2.464
C -3.841612 -1.089654 3.247949 2.144 2.093 -1.933
C -2.815549 -1.891416 2.418618 0.158 2.478 -0.498
C -2.738860 -3.797370 -0.329699 -1.158 0.509 -1.317
C -3.282210 -3.706683 -1.860741 0.263 -2.448 -0.521
C -2.398632 -4.662384 -2.850924 -0.859 0.176 -0.269
C -2.390296 -6.192633 -2.362107 -0.084 -0.445 -0.732
C -0.954116 -6.901283 -2.385047 -0.624 -1.263 0.065
S 0.312873 -6.131322 -1.263881 0.138 0.261 0.181
C 3.729235 1.861475 -1.698991 3.773 1.051 -0.761
C 4.943645 1.372769 -0.839878 1.316 2.080 -2.635
C 6.419418 1.806914 -1.169290 -2.382 1.269 -2.024
C 6.718136 2.737100 -2.368573 -4.243 -1.214 0.912
C 5.486296 3.192191 -3.226495 -0.428 -1.613 2.183
C 4.028625 2.778512 -2.917586 3.128 -1.306 2.284
H 0.948770 -0.097324 -3.262137 0.852 -0.086 1.190
H 2.577002 -0.720401 -2.692523 -1.506 0.874 0.670
H 1.065794 -1.102279 -1.729446 0.755 1.360 -0.801
H 1.125963 1.340264 1.205302 1.048 -0.774 -0.727
H 1.921692 -0.295429 0.733848 -0.104 1.695 -0.103
H 2.954443 1.174163 1.090189 -1.621 -0.359 -0.873
H 0.245912 3.075259 -0.590782 0.770 -0.084 -1.682
H 1.172394 3.621190 -2.164160 -1.015 -1.085 0.764
H -0.234394 1.740663 -3.445489 -0.547 0.557 1.645
H -1.069267 1.294336 -1.858761 0.533 1.324 -0.717
H -1.366455 4.340725 -2.670593 -0.540 -1.862 -0.036
H -1.977136 3.191097 -3.957491 0.510 0.032 1.611
H -3.412398 4.048573 -1.595824 0.199 -1.735 -0.646
H -3.087956 2.294991 -1.193139 -0.131 0.828 -1.366
H -5.327543 3.166279 -2.615521 1.494 -0.761 -0.801
H -4.214051 3.346571 -4.052486 -0.123 -1.297 1.453
H -4.765261 1.028101 -4.520927 0.228 0.039 1.800
H -5.726813 0.920086 -2.962796 1.542 0.324 -0.557
H -3.733360 0.224151 -1.601464 0.456 -0.284 -1.821
H -2.598514 0.426140 -3.127256 -1.334 -0.363 0.848
H -4.963230 -1.710823 -3.262818 1.593 0.212 0.571
H -3.384924 -1.552746 -4.224635 -0.936 0.177 1.540
H -1.441640 -0.872915 -1.523461 -1.333 -1.124 -0.675
H -0.544453 -3.440948 -1.204048 -1.253 -0.115 1.145
H 0.026082 -1.403832 0.148115 -0.995 -1.308 0.893
H -0.152736 -2.815078 1.370901 -0.723 0.792 -1.244
H -1.008960 0.916852 0.795396 -0.984 -1.136 0.859
H -2.762815 2.271858 2.239106 0.164 -1.905 -0.099
H -4.602997 1.087203 3.762371 1.309 -1.082 -0.945
H -4.607880 -1.602123 3.925229 1.395 0.642 -1.221
H -2.840793 -3.032896 2.462873 0.005 1.818 0.131
H -3.594261 -3.243728 0.217305 2.019 -0.252 -0.408
H -2.724655 -4.817753 0.173730 0.434 1.224 -1.194
H -4.370731 -4.013063 -2.022108 1.415 0.690 0.470
H -1.339367 -4.270129 -3.012295 -1.418 -0.427 0.412
H -2.927518 -4.603786 -3.871057 0.936 -0.131 1.400
H -3.051938 -6.780847 -3.108019 1.075 0.820 1.254
H -2.860325 -6.348084 -1.335660 0.696 0.405 -1.334
H -1.116041 -7.979429 -2.003640 0.349 1.659 -0.937
H -0.487384 -6.912433 -3.441349 -0.872 -0.035 1.751
H 0.697122 -7.008500 -0.262250 -0.858 0.139 -1.067
H 4.843018 0.672293 0.062794 -0.105 1.232 -1.587
H 7.297335 1.455880 -0.510836 -1.709 0.549 -1.137
H 7.778428 3.095597 -2.621886 -1.923 -0.675 0.447
H 5.665197 3.871018 -4.122223 -0.221 -1.034 1.377
H 3.160017 3.124496 -3.575076 1.544 -0.441 0.991
C 5.482783 1.846107 6.138786 0.047 -0.150 0.069
C 4.743531 1.351091 4.902771 0.070 0.127 -0.080
C 3.801384 2.399316 4.308432 -0.052 -0.038 -0.053
C 2.661214 2.841227 5.232249 0.045 -0.025 0.045
C 1.751045 1.712078 5.720315 -0.033 0.149 -0.036
C 1.017217 1.005861 4.588471 -0.025 -0.162 0.076
H 4.793330 2.098118 6.947924 0.060 0.011 -0.032
H 6.158566 1.071930 6.510764 -0.009 0.108 0.025
H 6.078338 2.732720 5.905111 -0.049 -0.026 0.051
H 4.196524 0.434973 5.144169 -0.035 0.023 -0.031
H 5.481592 1.074511 4.141911 -0.075 -0.013 0.021
H 3.385623 2.010070 3.372572 -0.021 0.035 0.033
H 4.383984 3.285390 4.030431 -0.012 -0.066 0.021
H 2.053211 3.582083 4.700257 0.006 -0.034 0.033
H 3.074287 3.360728 6.101326 0.013 0.005 -0.039
H 1.010100 2.135160 6.406854 0.081 -0.035 -0.004
H 2.322806 0.981369 6.300852 0.008 0.058 -0.022
H 0.396392 1.712101 4.029378 0.024 -0.046 -0.026
H 0.366316 0.224712 4.989012 -0.029 0.032 -0.104
H 1.712104 0.531061 3.890925 -0.045 0.030 -0.009

***

[2]
100
Properties=species:S:1:pos:R:3:forces:R:3 method="wB97M-V/def2-TZVPD" relative_energy_kj_mol=621.5 multiplicity=5 total_charge=+2
Ru -0.646194 2.309734 -3.260669 -0.543 -1.188 4.710
C 0.854126 0.619053 0.526083 -2.788 -0.095 0.041
C 1.871757 1.211184 -0.261778 -0.242 2.472 -2.245
C -0.157815 2.079539 -0.972296 -0.348 0.215 -0.415
C -0.401006 1.083513 0.104514 1.412 -0.897 -0.085
C 1.270972 2.166804 -1.118045 1.376 -1.658 1.532
C 1.096708 -0.238026 1.718970 0.118 -0.326 0.522
H 2.056973 -0.770735 1.623817 -0.305 0.186 0.198
H 0.296323 -0.981124 1.884899 0.318 0.301 -0.006
H 1.166542 0.364616 2.648661 -0.057 -0.202 -0.473
C -1.683785 0.853271 0.805721 -0.570 0.089 0.475
H -1.765298 -0.185824 1.163451 -0.119 0.371 -0.012
H -2.548407 1.084107 0.161449 0.199 -0.155 0.316
H -1.756405 1.473666 1.726915 -0.065 -0.228 -0.524
C -1.043318 3.255048 -1.189538 0.668 -0.068 1.271
H -0.504237 4.199651 -1.049450 -0.383 -0.108 -0.213
H -1.886673 3.184650 -0.502313 -0.156 0.214 -0.268
H -1.594777 3.300264 -2.226097 -0.374 0.713 0.416
C 1.932390 3.178906 -1.959562 0.095 0.243 -0.043
H 1.608727 4.188298 -1.663180 0.193 -0.142 -0.162
H 1.638374 3.035869 -3.017129 0.494 0.220 0.037
H 3.018584 3.117869 -1.827694 -0.256 0.138 -0.465
C 3.320265 0.946170 -0.126234 0.322 0.024 -0.055
H 3.676775 1.302856 0.847023 0.090 -0.092 -0.117
H 3.886917 1.456455 -0.914863 -0.030 -0.217 0.279
H 3.539021 -0.129586 -0.178306 0.032 0.188 0.001
C -0.859705 -2.056994 -0.807028 -3.842 0.295 0.355
C 0.098058 -2.980484 -0.614489 2.566 -1.486 0.789
C 1.538453 -2.648243 -0.666680 0.981 -0.122 -0.823
C 2.099833 -2.423596 -2.091779 0.549 -0.662 -0.076
C 1.578421 -1.227620 -2.784729 -0.304 1.052 0.007
C 0.363977 -1.069729 -3.305986 -0.137 2.142 0.397
C -0.866485 -1.905244 -3.295132 -1.357 -0.503 -0.278
C -1.731766 -1.961434 -2.016865 1.198 1.547 0.027
H 2.117050 -3.437185 -0.162627 -0.271 0.225 -0.214
H 1.929507 -3.322357 -2.719167 0.228 0.300 0.456
H 1.655064 -1.706629 -0.088694 -0.077 -0.536 -0.384
H -2.427796 -2.823907 -2.141185 0.581 0.298 0.722
H -1.301513 -1.611895 0.106752 -0.152 -0.808 -0.086
H -0.084469 -3.966175 -0.153028 -0.405 0.894 0.756
H -2.357956 -1.062839 -1.869765 0.215 -0.315 -0.373
H -1.569600 -1.424473 -3.999958 0.486 -0.611 0.360
H 0.170380 -0.026804 -3.701655 0.258 -1.356 0.460
H -0.693908 -2.945156 -3.637911 0.032 0.450 0.048
H 3.172973 -2.268198 -1.964371 0.023 -0.410 -0.113
H 2.240380 -0.336351 -2.815040 -0.401 -0.717 -0.051
P -0.658966 -1.441864 -6.037881 -0.046 -0.173 -1.658
P -0.552613 1.802456 -5.295647 1.378 -0.863 -4.275
C -0.583919 -0.169319 -7.373270 0.216 -0.559 -0.355
C -1.192341 1.168319 -6.916844 -0.374 -0.284 0.070
H -1.151609 -0.579442 -8.224517 0.318 0.487 -0.003
H 0.476669 -0.077298 -7.662784 -0.410 0.217 -0.030
H -0.969631 1.943995 -7.678282 -0.201 -0.192 0.518
H -2.289162 1.083733 -6.808624 0.381 0.048 -0.193
C -1.233303 3.513213 -5.210001 -0.616 -0.225 -0.060
H -0.706241 4.050822 -4.382632 -0.184 0.573 -0.490
H -2.314748 3.491188 -5.016488 0.327 0.293 -0.359
H -1.016642 3.973915 -6.172996 0.171 0.397 0.227
C 1.235148 2.017621 -5.678929 -0.357 -0.130 -0.043
H 1.356068 2.328376 -6.723122 0.238 0.003 0.237
H 1.714992 1.041373 -5.501862 -0.014 0.385 -0.139
H 1.642451 2.761711 -4.978150 0.087 -0.246 -0.484
C -2.370023 -2.039396 -6.395626 -0.009 0.157 0.265
H -2.656370 -2.739077 -5.598445 -0.180 0.101 -0.324
H -2.358118 -2.558905 -7.366056 -0.223 0.220 0.363
H -3.074311 -1.198788 -6.428452 -0.007 -0.279 0.089
C 0.170833 -2.978123 -6.704525 0.084 0.253 0.119
H 0.972830 -2.729669 -7.414695 -0.177 -0.148 0.274
H -0.578496 -3.624901 -7.192299 0.488 0.268 0.135
H 0.597677 -3.516833 -5.843191 -0.008 0.099 -0.416
C -2.857143 -0.655970 6.028291 -0.093 -0.030 -0.085
C -1.950979 -1.517484 5.150249 0.061 0.211 -0.207
C -0.736437 -2.017051 5.963678 -0.266 -0.133 -0.301
C -2.663795 -2.684086 4.476988 0.129 0.566 0.594
C -3.752632 -3.319680 5.042467 0.223 0.320 0.166
C -4.304628 -4.460436 4.455504 0.042 0.216 0.097
C -3.776926 -4.969251 3.263564 0.317 -0.341 -0.579
C -2.703635 -4.372108 2.643352 0.048 -0.112 -0.236
C -2.067995 -4.916944 1.376221 -0.343 -0.063 -0.153
C -0.646402 -5.415061 1.632221 0.187 0.070 0.417
C -2.879247 -6.022113 0.701572 -0.082 0.029 -0.033
C -2.129864 -3.151538 3.209193 0.383 0.007 -0.304
O -1.206184 -2.521765 2.611366 -0.767 -0.478 0.204
H -3.227698 -1.218879 6.895158 0.061 0.224 -0.142
H -3.710024 -0.284787 5.448443 0.043 -0.054 0.204
H -2.294769 0.211697 6.397046 -0.148 -0.243 -0.026
H -1.555633 -0.877527 4.342296 -0.133 -0.250 0.200
H -1.069945 -2.713195 6.740921 0.125 0.079 -0.080
H -0.034153 -2.527308 5.298154 0.016 0.000 0.198
H -0.230925 -1.173302 6.443222 -0.059 -0.127 -0.088
H -4.177299 -2.924557 5.968241 0.148 -0.230 -0.293
H -5.131261 -4.966320 4.936179 -0.032 0.027 -0.035
H -4.217774 -5.865218 2.818429 0.130 0.314 0.256
H -2.004301 -4.075690 0.669400 -0.108 -0.002 0.180
H -0.659815 -6.266894 2.330505 0.060 0.265 -0.244
H -0.178132 -5.758399 0.700509 -0.058 -0.093 0.111
H -0.040313 -4.610933 2.066185 -0.004 -0.261 -0.029
H -3.921292 -5.719801 0.549935 0.142 -0.124 0.011
H -2.448990 -6.252240 -0.281837 -0.068 -0.024 0.220
H -2.854122 -6.940385 1.302858 -0.082 0.161 -0.183

***

These records have molecular weight values of 567.0 671.9 g mol⁻¹, in the order they appear.